1.
Here is an isolated ion of composition C2H3Cl3OP and charge +1 at a distorted geometry from OMol25. Energies are from ωB97M-V/def2-TZVPD.

```
10
Properties=species:S:1:pos:R:3:forces:R:3
C -1.370177 -0.082334 -0.201917 -2.86 -1.49 -2.37
C -0.024919 -0.624831 0.015018 2.15 -0.96 -0.95
O -0.667741 0.192658 1.094253 -2.56 -2.74 1.01
P 2.021664 -0.367935 0.369104 -1.78 1.57 -0.65
Cl -2.093850 1.231530 -1.204534 1.55 -1.14 1.42
Cl 2.855283 -0.398644 -1.418612 0.14 -0.40 -0.48
Cl 1.780765 1.733109 0.519279 0.13 -0.57 0.31
H -0.214909 0.986530 0.898479 1.43 3.13 0.26
H -2.218625 -0.957908 -0.163884 2.21 2.48 0.59
H -0.067491 -1.712175 0.092818 -0.40 0.13 0.85
```
Forces are in eV/Å.

As for the HOMO energy: -14.9794 eV. The charge is +1.


2.
Here is a 2-piece molecular cluster, C4H6N3O3 overall at a distorted geometry from OMol25. Energies are from ωB97M-V/def2-TZVPD.

```
16
Properties=species:S:1:pos:R:3:forces:R:3
C 1.827675 0.741075 0.559756 2.79 -1.49 0.31
C 1.685247 -0.572503 -0.230480 1.18 -0.75 0.68
C 0.371377 -0.673552 -0.955998 -0.89 3.76 1.02
C -0.936180 -0.497895 -0.147245 0.77 -0.34 -0.59
N -3.679662 1.142985 1.385911 1.08 -1.28 -0.09
N -2.946052 0.300985 1.332433 -2.35 1.53 2.10
N -2.018916 0.161688 -0.461233 0.18 -0.05 -1.60
O 0.801403 1.318682 1.117177 -1.41 -1.18 0.10
O -2.313314 0.932969 -1.450989 1.44 -0.93 0.83
O 2.969647 1.114671 0.739739 -0.15 0.88 -0.04
H 1.910711 -1.508998 0.482775 -0.41 2.14 -1.39
H 2.536309 -0.469181 -1.004037 -1.22 -0.59 1.35
H 0.343123 -1.565221 -1.422846 -0.16 -2.96 -2.12
H 0.443845 0.182883 -1.665266 -0.60 -0.78 -0.06
H 0.091333 0.592851 1.014832 -0.29 1.47 -0.08
H -1.086546 -1.201442 0.705477 0.03 0.58 -0.42
```
Forces are in eV/Å.

As for the HOMO energy: -2.9339 eV. The charge is -1.


3.
Here is the molecule C4H7NO at a distorted geometry from OMol25. Energies are from ωB97M-V/def2-TZVPD.

```
13
Properties=species:S:1:pos:R:3:forces:R:3
C -1.413762 0.378003 0.509739 -0.13 0.09 -0.06
C -0.002633 0.101174 0.058942 0.20 0.56 0.11
C 1.111254 0.004984 1.086187 0.07 0.54 -0.60
N 0.467747 -1.241881 0.129239 0.17 -1.51 2.17
C 0.400642 0.639828 -1.275436 0.35 0.10 -0.28
O 1.113223 0.045574 -2.063520 -0.50 0.36 0.51
H -2.158449 0.004693 -0.198761 0.07 -0.01 0.01
H -1.592497 -0.077898 1.484927 0.11 0.01 -0.07
H -1.560435 1.454598 0.625207 0.05 -0.04 -0.02
H 2.072794 0.191114 0.578944 -0.21 0.16 0.00
H 0.406936 -1.667596 1.097808 -0.16 -0.04 -1.93
H 1.077083 -1.564206 -0.615950 -0.08 -0.06 0.21
H 0.036103 1.665305 -1.487779 0.07 -0.14 -0.06
```
Forces are in eV/Å.

As for the HOMO energy: -8.3149 eV.


4.
Here is a 2-piece molecular cluster, C22H14BF6N4O6S overall at a distorted geometry from OMol25. Energies are from ωB97M-V/def2-TZVPD.

```
54
Properties=species:S:1:pos:R:3:forces:R:3
N 2.826300 -2.690454 -0.567438 -0.84 0.73 0.57
C 2.057015 -2.174345 0.138277 0.41 -1.04 -0.30
C 1.168323 -1.673933 1.153905 -0.45 -0.65 0.41
C 1.177144 -0.308583 1.464142 0.39 0.29 0.91
C 1.087106 -0.009618 2.949226 0.47 0.60 1.84
N 2.388943 0.163250 3.686694 -0.02 0.66 0.02
O 3.345781 0.888874 3.426591 -0.47 -0.89 0.43
O 2.195123 -0.338285 4.977318 0.18 0.01 -0.88
N 1.103663 -1.198121 4.987860 -0.19 0.77 -0.44
C 0.530053 -1.099884 3.790175 0.03 -3.33 0.35
C -0.023507 -2.339308 3.196028 0.12 1.63 0.96
N -0.645417 -3.385860 3.993958 0.02 -0.68 -0.19
O -1.248092 -3.128298 5.052786 0.98 0.02 -1.42
O -0.553124 -4.547097 3.526000 -0.32 1.44 0.82
C 0.455047 -2.631135 1.924297 0.86 -0.55 -1.56
H 1.733706 0.410050 0.879452 0.09 -0.04 -0.05
H 0.454589 -3.671196 1.555399 -0.23 0.74 0.41
C -2.027389 4.722182 -3.141769 0.19 0.49 0.09
C -1.798352 3.437175 -2.437960 -0.85 -0.96 1.13
C -2.757799 2.608461 -1.868195 0.73 0.69 -0.52
C -2.217169 1.393154 -1.382029 0.90 -0.42 0.30
C -0.840107 1.259322 -1.558195 -1.87 2.26 0.36
B 0.316688 1.367133 3.310739 0.12 -0.55 -2.16
C -0.120620 0.032938 -1.689469 0.71 -1.29 0.11
C 1.175117 0.037454 -2.247772 -0.98 -0.21 -0.10
C 1.609343 -1.090721 -2.910879 0.09 -0.18 0.07
C 2.942790 -0.978434 -3.598207 0.68 -0.09 0.21
F 3.350487 -2.151190 -4.144418 -0.16 0.90 0.25
F 2.913725 -0.039021 -4.606690 0.11 -0.79 0.72
F 3.906455 -0.562123 -2.713530 -0.75 -0.36 -1.04
C 0.844912 -2.252845 -2.924572 0.50 -0.09 -0.10
C -0.339466 -2.299816 -2.206539 -0.06 -0.05 0.22
C -1.115591 -3.584357 -2.133696 0.12 -0.78 0.59
F -1.178985 -4.034682 -0.835976 -0.15 0.31 -1.30
F -2.405306 -3.468066 -2.577952 0.94 -0.08 0.34
F -0.518349 -4.563414 -2.870846 -0.68 0.50 0.49
C -0.818867 -1.194530 -1.527331 0.57 0.82 -0.77
O 0.830631 2.556409 2.768275 -1.65 -0.87 0.39
C -0.360234 3.113659 2.146786 0.76 0.57 -0.17
C -1.537872 2.284011 2.624532 -1.05 -0.01 0.55
O -1.046161 1.236493 3.486875 1.02 1.01 -0.74
S -0.212034 2.808867 -2.155416 -0.53 -1.01 -0.45
H -3.084623 4.847768 -3.390156 0.13 -0.09 0.06
H -1.731248 5.557381 -2.498317 -0.02 0.08 -0.20
H -1.443207 4.775352 -4.067069 -0.12 0.05 0.14
H -3.818922 2.859900 -1.850880 0.31 -0.12 -0.10
H -2.814947 0.597150 -0.925621 0.15 0.33 -0.45
H 1.793093 0.933276 -2.275578 -0.30 -0.07 0.02
H 1.212862 -3.152680 -3.400864 -0.01 0.20 -0.07
H -1.778341 -1.238760 -1.015343 0.29 0.04 -0.11
H -0.439957 4.168392 2.426463 -0.03 -0.11 -0.04
H -0.273018 3.033947 1.054446 0.23 0.07 0.25
H -2.212849 2.874887 3.235650 -0.35 0.15 -0.19
H -2.057341 1.839271 1.766830 -0.03 -0.02 0.34
```
Forces are in eV/Å.

As for the HOMO energy: -2.7800 eV. The charge is -1.